[1]
ORCA calculation (the ωB97M-V functional and the def2-TZVPD basis) on a molecular structure, C21H39N5O4RuS.

Geometry (Å):
Ru  -0.354  -0.066  -0.181
C  2.536  -3.286  0.846
C  1.083  -2.872  1.028
C  0.775  -2.234  2.408
C  1.547  -1.042  3.034
C  3.024  -1.261  3.307
C  0.818  -0.633  4.311
N  1.334  0.069  2.027
C  1.516  1.529  2.266
C  1.618  2.222  0.901
N  0.524  2.052  -0.125
C  -0.660  2.836  0.347
C  -1.323  2.141  1.505
O  -1.925  2.712  2.370
O  -1.161  0.825  1.469
C  0.954  2.736  -1.423
C  2.455  2.936  -1.617
C  0.216  2.147  -2.620
C  0.598  0.779  -3.188
C  -0.175  0.608  -4.501
C  2.093  0.634  -3.465
N  0.083  -0.314  -2.260
C  0.619  -1.663  -2.616
C  1.322  -2.272  -1.431
N  0.431  -2.213  -0.244
C  -0.839  -2.976  -0.572
C  -1.861  -1.863  -0.561
O  -1.746  -1.270  0.612
O  -2.510  -1.457  -1.494
H  2.852  -3.756  1.778
H  3.212  -2.460  0.644
H  2.647  -4.035  0.065
H  0.526  -3.805  1.090
H  0.909  -3.060  3.110
H  -0.293  -1.997  2.436
H  3.129  -2.120  3.970
H  3.458  -0.394  3.805
H  3.602  -1.440  2.405
H  0.850  -1.456  5.024
H  -0.230  -0.388  4.120
H  1.304  0.225  4.777
H  0.314  -0.017  1.884
H  1.889  -0.184  1.183
H  2.466  1.702  2.770
H  0.695  1.878  2.887
H  2.523  1.861  0.434
H  1.732  3.294  1.085
H  -1.394  2.933  -0.455
H  -0.339  3.836  0.644
H  0.550  3.749  -1.334
H  3.052  2.032  -1.538
H  2.846  3.660  -0.905
H  2.602  3.364  -2.608
H  0.350  2.859  -3.437
H  -0.862  2.143  -2.419
H  0.192  1.321  -5.238
H  -1.245  0.782  -4.363
H  -0.036  -0.392  -4.914
H  2.478  1.581  -3.838
H  2.285  -0.101  -4.246
H  2.666  0.366  -2.579
H  -0.915  -0.367  -2.493
H  1.318  -1.593  -3.441
H  -0.213  -2.272  -2.964
H  2.228  -1.717  -1.202
H  1.582  -3.308  -1.656
H  -1.075  -3.699  0.202
H  -0.759  -3.491  -1.523
S  4.007  -0.176  -0.250
C  4.442  0.774  1.052
N  4.684  1.412  1.991

The value obtained for the orbital gap (spin up / spin down) is 5.75 / 6.03 eV. The HOMO energy (spin up / spin down) is -11.04 / -11.04 eV. The expectation value of S² is 0.76. As for the spin multiplicity: 2. As for the total charge: +1. For the molar mass, the calculation gives 558.71 g/mol. The LUMO energy (spin up / spin down) comes out at -5.2918 / -5.0117 eV. For the energy, the calculation gives -51459.615 eV.

=====

[2]
ORCA calculation (the ωB97M-V functional and the def2-TZVPD basis) on a molecular structure, C21H39N5O4Ta.

Geometry (Å):
Ta  -1.528  -1.243  1.320
C  3.657  1.709  0.088
C  2.588  0.713  -0.376
C  3.338  -0.424  -1.103
C  2.661  -1.633  -1.803
C  2.401  -1.350  -3.275
C  3.538  -2.871  -1.646
N  1.327  -1.984  -1.058
C  0.010  -2.006  -1.772
C  -0.613  -0.612  -1.840
N  -1.668  -0.165  -0.835
C  -2.989  -0.656  -1.345
C  -3.089  -2.138  -1.054
O  -3.489  -3.001  -1.729
O  -2.523  -2.370  0.238
C  -1.590  1.361  -0.837
C  -1.875  1.982  -2.204
C  -2.461  2.076  0.195
C  -2.538  1.631  1.667
C  -2.687  2.848  2.573
C  -3.738  0.700  1.894
N  -1.345  0.772  2.129
C  0.021  1.360  2.437
C  1.085  1.521  1.356
N  1.649  0.297  0.740
C  2.297  -0.538  1.746
C  1.457  -1.663  2.305
O  1.632  -2.386  3.190
O  0.168  -1.847  1.500
H  4.347  1.920  -0.727
H  4.248  1.299  0.911
H  3.245  2.667  0.397
H  1.942  1.224  -1.099
H  4.136  -0.795  -0.454
H  3.868  0.105  -1.895
H  3.359  -1.138  -3.747
H  1.765  -0.476  -3.436
H  1.982  -2.210  -3.798
H  4.515  -2.688  -2.093
H  3.103  -3.735  -2.153
H  3.705  -3.118  -0.593
H  1.471  -2.901  -0.634
H  1.244  -1.296  -0.296
H  -0.610  -2.771  -1.308
H  0.182  -2.342  -2.790
H  -1.073  -0.509  -2.821
H  0.192  0.120  -1.793
H  -3.109  -0.484  -2.413
H  -3.806  -0.149  -0.828
H  -0.546  1.536  -0.586
H  -2.911  1.832  -2.512
H  -1.216  1.635  -2.996
H  -1.725  3.058  -2.126
H  -3.488  2.140  -0.170
H  -2.097  3.106  0.167
H  -3.604  3.379  2.317
H  -1.865  3.553  2.446
H  -2.759  2.563  3.625
H  -4.657  1.162  1.532
H  -3.884  0.443  2.943
H  -3.700  -0.255  1.322
H  -1.661  0.529  3.077
H  0.409  0.738  3.249
H  -0.140  2.345  2.874
H  1.878  2.070  1.875
H  0.745  2.185  0.563
H  2.645  0.011  2.629
H  3.193  -1.021  1.348
N  -2.729  -2.041  4.263
C  -2.289  -1.775  3.227

The value obtained for the orbital gap is 8.07 eV. The HOMO energy is -19.42 eV. As for the total charge: +3. For the molar mass, the calculation gives 606.52 g/mol. The LUMO energy comes out at -11.3458 eV. For the energy, the calculation gives -39575.733 eV.

=====

[3]
ORCA calculation (the ωB97M-V functional and the def2-TZVPD basis) on a molecular structure, C21H39NP2Sn in a non-equilibrium geometry.

Geometry (Å):
P  -0.006  -2.359  0.217
P  -0.970  1.643  1.341
C  -1.071  -0.802  -0.525
C  -0.510  0.583  -0.250
H  -2.117  -0.918  -0.263
H  -0.960  -1.048  -1.568
H  0.537  0.534  -0.016
H  -0.742  1.190  -1.121
C  -2.467  2.456  0.798
H  -2.677  3.158  1.605
H  -3.229  1.671  0.749
H  -2.406  2.963  -0.159
C  0.346  2.955  1.089
H  0.081  3.677  0.298
H  1.311  2.462  0.848
H  0.424  3.494  2.051
C  -1.291  -3.769  -0.093
H  -1.131  -4.427  0.763
H  -1.237  -4.454  -0.969
H  -2.344  -3.473  -0.068
C  1.194  -3.601  -0.704
H  2.214  -3.240  -1.039
H  0.798  -4.255  -1.511
H  1.347  -4.199  0.203
Sn  1.402  -0.690  -1.714
C  1.099  1.071  -3.103
C  -0.324  1.100  -3.108
C  -1.237  0.270  -3.954
C  -0.794  -1.176  -4.299
C  0.033  -1.895  -3.262
C  1.457  -2.006  -3.454
C  2.276  -1.018  -4.264
C  1.839  0.492  -4.278
C  0.548  -1.581  1.712
H  1.557  1.853  -2.496
H  -0.802  1.986  -2.627
H  -1.510  0.719  -4.935
H  -2.203  0.258  -3.398
H  -1.724  -1.745  -4.443
H  -0.241  -1.154  -5.240
H  -0.505  -2.701  -2.722
H  1.928  -2.984  -3.262
H  2.378  -1.323  -5.340
H  3.306  -1.065  -3.842
H  2.749  1.098  -4.347
H  1.238  0.628  -5.182
H  1.205  -0.793  2.095
H  0.953  -2.513  2.090
H  -0.480  -1.361  2.085
C  -2.342  0.904  4.105
C  -1.019  1.381  4.521
C  -0.797  2.356  5.585
C  0.611  2.544  5.648
C  1.167  1.704  4.582
C  2.599  1.548  4.235
N  0.170  1.012  3.934
H  -3.095  1.420  4.719
H  -2.431  -0.175  4.272
H  -2.557  1.138  3.046
H  -1.620  2.791  6.193
H  1.203  3.184  6.359
H  3.090  2.521  4.071
H  3.122  0.994  5.030
H  2.652  0.969  3.312

The value obtained for the orbital gap (spin up / spin down) is 3.67 / 3.40 eV. The HOMO energy (spin up / spin down) is -4.67 / -4.67 eV. For the molar mass, the calculation gives 486.21 g/mol. The LUMO energy (spin up / spin down) comes out at -1.0016 / -1.2687 eV. For the energy, the calculation gives -48296.450 eV.